{
  "formula": "C51H105N3O15S6",
  "method": "ωB97M-V with the def2-TZVPD basis set",
  "elements": ["C", "C", "C", "C", "C", "C", "C", "C", "C", "N", "O", "H", "H", "H", "H", "H", "H", "H", "H", "H", "H", "H", "H", "H", "H", "H", "H", "H", "H", "H", "C", "C", "C", "C", "C", "C", "C", "C", "C", "N", "O", "H", "H", "H", "H", "H", "H", "H", "H", "H", "H", "H", "H", "H", "H", "H", "H", "H", "H", "H", "C", "C", "C", "C", "C", "C", "C", "C", "C", "N", "O", "H", "H", "H", "H", "H", "H", "H", "H", "H", "H", "H", "H", "H", "H", "H", "H", "H", "H", "H", "O", "S", "O", "C", "C", "C", "C", "H", "H", "H", "H", "H", "H", "H", "H", "O", "S", "O", "C", "C", "C", "C", "H", "H", "H", "H", "H", "H", "H", "H", "O", "S", "O", "C", "C", "C", "C", "H", "H", "H", "H", "H", "H", "H", "H", "O", "S", "O", "C", "C", "C", "C", "H", "H", "H", "H", "H", "H", "H", "H", "O", "S", "O", "C", "C", "C", "C", "H", "H", "H", "H", "H", "H", "H", "H", "O", "S", "O", "C", "C", "C", "C", "H", "H", "H", "H", "H", "H", "H", "H"],
  "positions_angstrom": [[8.949, 20.912, -18.625], [7.775, 21.643, -19.364], [7.482, 22.940, -18.639], [8.061, 22.032, -20.845], [7.934, 20.905, -21.818], [6.563, 20.225, -21.633], [6.232, 19.717, -20.237], [4.732, 19.410, -20.362], [6.991, 18.427, -19.943], [6.503, 20.828, -19.326], [6.209, 20.479, -17.993], [8.701, 19.863, -18.503], [9.787, 21.089, -19.302], [9.149, 21.375, -17.664], [8.437, 23.439, -18.433], [7.028, 23.704, -19.278], [6.882, 22.817, -17.742], [7.597, 22.949, -21.196], [9.153, 22.147, -20.921], [8.108, 21.102, -22.882], [8.712, 20.136, -21.711], [6.632, 19.515, -22.473], [5.767, 20.852, -22.040], [4.588, 18.642, -21.122], [4.136, 20.266, -20.678], [4.350, 19.067, -19.395], [6.566, 17.577, -20.492], [6.847, 18.006, -18.942], [8.052, 18.490, -20.182], [5.571, 21.160, -17.720], [5.827, 24.851, -22.152], [6.300, 26.230, -22.645], [7.511, 25.995, -23.557], [5.229, 26.899, -23.503], [4.047, 27.425, -22.721], [4.571, 28.525, -21.792], [5.709, 28.005, -20.882], [6.437, 29.238, -20.318], [5.053, 27.144, -19.754], [6.672, 27.142, -21.579], [7.829, 26.867, -20.840], [6.430, 24.394, -21.361], [4.812, 24.762, -21.756], [5.882, 24.083, -22.932], [7.823, 26.854, -24.163], [8.447, 25.925, -22.993], [7.433, 25.103, -24.174], [5.711, 27.805, -23.889], [4.894, 26.331, -24.372], [3.318, 27.894, -23.385], [3.586, 26.636, -22.121], [3.732, 28.906, -21.208], [4.901, 29.318, -22.470], [7.252, 28.957, -19.650], [5.724, 29.853, -19.772], [6.918, 29.763, -21.144], [5.883, 26.751, -19.164], [4.527, 26.301, -20.190], [4.453, 27.789, -19.110], [8.535, 27.100, -21.469], [6.591, 19.001, -14.145], [7.275, 20.281, -13.628], [8.784, 20.237, -14.081], [6.716, 21.559, -14.243], [5.374, 21.926, -13.620], [5.409, 22.004, -12.076], [6.124, 20.813, -11.423], [6.457, 21.220, -9.949], [5.033, 19.701, -11.321], [7.303, 20.394, -12.178], [7.895, 19.315, -11.504], [6.395, 19.061, -15.216], [7.285, 18.173, -13.982], [5.596, 18.744, -13.774], [8.977, 20.986, -14.851], [9.396, 20.506, -13.223], [9.088, 19.283, -14.511], [7.485, 22.326, -14.099], [6.652, 21.539, -15.332], [4.938, 22.877, -13.929], [4.648, 21.160, -13.911], [4.463, 22.373, -11.685], [6.098, 22.838, -11.867], [7.502, 21.535, -9.935], [6.485, 20.318, -9.337], [5.720, 21.956, -9.650], [4.310, 19.616, -12.132], [4.460, 19.984, -10.430], [5.356, 18.701, -11.011], [7.392, 18.522, -11.770], [6.683, 20.564, -28.086], [7.202, 20.419, -26.736], [8.609, 20.098, -26.483], [6.695, 21.867, -25.698], [5.441, 21.393, -24.920], [4.941, 20.064, -25.534], [6.196, 19.222, -25.831], [6.455, 22.600, -26.469], [7.554, 22.187, -25.114], [5.724, 21.007, -23.940], [4.736, 22.210, -24.803], [4.404, 20.234, -26.469], [4.247, 19.641, -24.808], [6.025, 18.519, -26.646], [6.707, 18.946, -24.915], [10.231, 27.884, -21.749], [11.239, 27.643, -20.726], [12.632, 28.070, -20.874], [10.586, 28.307, -19.132], [10.727, 27.231, -18.091], [10.419, 25.890, -18.754], [11.126, 25.894, -20.138], [9.548, 28.197, -19.495], [10.635, 29.375, -18.948], [11.802, 27.148, -17.850], [10.356, 27.367, -17.077], [9.343, 25.804, -18.925], [10.820, 24.992, -18.289], [10.679, 25.257, -20.895], [12.183, 25.726, -19.925], [9.659, 12.924, -22.065], [9.982, 14.300, -21.775], [10.740, 14.664, -20.595], [11.055, 14.823, -23.133], [10.214, 15.243, -24.315], [9.019, 16.011, -23.754], [8.693, 15.554, -22.291], [11.786, 14.029, -23.283], [11.651, 15.695, -22.844], [10.835, 15.789, -25.027], [9.996, 14.335, -24.889], [8.086, 15.909, -24.298], [9.479, 16.992, -23.634], [7.720, 15.134, -22.058], [9.044, 16.260, -21.537], [9.987, 23.496, -23.330], [11.352, 23.042, -23.139], [11.856, 22.440, -21.902], [11.876, 22.083, -24.588], [13.114, 22.842, -25.073], [13.727, 23.739, -23.973], [12.553, 24.413, -23.310], [11.227, 22.262, -25.441], [11.981, 21.042, -24.296], [13.927, 22.314, -25.567], [12.736, 23.613, -25.752], [14.391, 24.402, -24.525], [14.260, 23.093, -23.273], [12.015, 25.128, -23.941], [12.684, 24.889, -22.343], [3.922, 22.090, -17.655], [2.559, 22.142, -17.124], [2.359, 22.344, -15.712], [1.544, 23.197, -18.202], [0.438, 22.288, -18.695], [1.134, 20.984, -19.097], [1.756, 20.600, -17.725], [2.218, 23.426, -19.026], [1.245, 24.081, -17.642], [-0.342, 21.975, -17.996], [-0.140, 22.762, -19.493], [2.013, 21.087, -19.731], [0.348, 20.253, -19.272], [2.509, 19.816, -17.647], [0.930, 20.277, -17.090], [2.899, 16.684, -17.614], [3.614, 16.900, -16.376], [3.205, 18.036, -15.596], [3.670, 15.358, -15.476], [4.950, 14.706, -15.970], [6.025, 15.813, -15.962], [5.387, 16.977, -16.703], [2.697, 14.873, -15.512], [3.757, 15.681, -14.433], [5.292, 13.828, -15.424], [4.847, 14.371, -17.007], [7.005, 15.544, -16.341], [6.089, 16.088, -14.902], [5.338, 16.668, -17.762], [5.857, 17.938, -16.908]],
  "forces_ev_per_angstrom": [[-0.598, 0.634, -1.295], [-1.313, -0.646, -0.154], [0.398, 1.158, -0.326], [2.538, -0.669, 0.035], [-1.235, -1.394, 0.046], [1.375, 0.312, -2.252], [-0.071, 0.096, -0.936], [-0.157, -0.138, 1.066], [-0.252, -1.178, 0.125], [-0.198, 1.104, -0.553], [0.117, -0.299, 0.203], [0.340, -0.060, 0.051], [0.452, -0.509, 0.436], [-0.013, -0.112, 0.087], [0.032, -0.284, 0.526], [-0.576, -0.398, -0.019], [0.246, 0.033, 0.156], [-0.227, -0.220, 0.245], [-0.111, 1.106, 0.495], [-0.369, 0.893, 0.093], [0.000, 0.047, 0.757], [-0.553, -1.128, 0.837], [-0.009, 0.558, 0.718], [0.036, -0.180, 0.145], [0.243, 0.254, 0.149], [-0.176, -0.151, -0.164], [0.107, 0.347, -0.640], [0.308, 0.829, 0.311], [0.028, 0.022, 0.145], [-0.195, -0.333, -0.078], [-0.152, -1.288, 0.335], [0.192, -1.091, -0.173], [1.416, 0.535, 0.282], [-0.142, 1.084, -0.060], [0.174, 0.198, 0.591], [0.155, -0.819, -0.713], [-0.358, -0.455, 0.847], [0.220, -0.763, 0.009], [1.140, 0.920, -0.085], [-0.781, 1.921, -1.454], [-0.196, -0.701, -0.180], [0.240, 0.696, -0.004], [-0.098, 0.548, -0.135], [-0.067, 0.275, -0.280], [-0.896, 0.116, -0.291], [-0.256, -0.815, 0.292], [-0.111, 0.060, -0.035], [0.069, -0.147, -0.314], [0.335, -0.480, 0.177], [-0.176, -0.352, -0.028], [-0.274, 0.007, -0.240], [0.275, 0.119, 0.331], [0.268, 0.188, 0.312], [-0.193, -0.098, 0.161], [0.072, 0.223, -0.117], [-0.264, 0.267, -0.023], [-0.125, -0.117, 0.158], [-0.345, 0.087, 0.168], [-0.336, -0.302, 0.016], [0.022, 0.221, 0.524], [-0.241, -0.166, -0.345], [1.196, -0.723, -0.990], [-0.399, 0.118, -0.027], [-0.353, 0.965, 0.676], [-0.764, -0.251, 0.670], [2.505, 1.060, -1.385], [-2.344, -0.955, 0.447], [1.127, -1.209, -1.424], [-0.434, -0.040, 1.246], [-0.212, 1.758, 0.925], [-0.042, -0.517, -0.701], [0.501, 0.217, -0.097], [-0.259, -0.217, -0.007], [0.149, 0.230, 0.530], [-0.116, -0.011, -0.073], [0.123, -0.226, -0.039], [0.023, -0.100, 0.266], [-0.254, 0.237, 0.493], [-0.145, -0.687, -0.014], [0.273, -0.028, -0.523], [-0.076, 0.021, -0.119], [-0.198, -0.863, 0.359], [-0.074, 0.175, -0.024], [-0.219, 0.735, 0.090], [-0.457, 0.143, 0.252], [0.186, 0.051, 0.447], [0.286, 0.084, -0.256], [-0.328, 0.100, -0.217], [0.441, 0.022, -0.427], [0.107, 0.154, 0.221], [0.345, -0.099, 0.883], [1.031, 0.162, 1.458], [-1.009, 0.388, -0.632], [-0.370, -0.593, -1.007], [1.250, -0.734, -0.038], [-0.433, 0.605, -0.462], [-0.913, 1.370, -1.003], [-0.046, 0.257, 0.237], [-0.040, -0.056, 0.096], [0.310, 0.860, 0.207], [-0.300, -0.243, -0.093], [-0.059, -0.085, 0.023], [0.086, -0.436, -0.182], [0.003, -0.787, 0.710], [0.225, -0.488, -0.248], [0.830, 0.022, -0.174], [0.533, 0.446, 2.044], [-1.355, -0.739, -0.522], [-2.674, -0.670, -1.561], [2.934, -0.802, 0.670], [-0.651, 0.287, -1.430], [0.605, 1.290, 0.459], [-0.245, 0.277, 0.426], [1.002, -0.081, 0.128], [0.096, 0.211, -0.058], [-0.940, 0.303, -0.394], [-0.013, -0.230, 0.129], [-0.276, 0.197, 0.623], [0.117, -0.050, -0.038], [0.025, -0.568, -0.429], [-0.829, 0.136, 0.556], [2.263, 0.678, -2.420], [-1.324, -0.190, 0.400], [0.851, 0.581, 0.090], [0.339, -2.081, -0.695], [0.422, -0.424, 1.475], [1.464, -0.932, 0.995], [-0.266, -0.175, -0.222], [-0.216, -0.079, 0.604], [-0.257, 0.533, 0.214], [-0.680, 0.075, 0.204], [0.249, 0.594, -0.522], [-1.092, 0.524, -0.324], [-0.141, 0.247, -0.191], [-0.819, 0.564, -0.157], [0.406, -0.442, 0.501], [1.241, 0.960, 0.754], [-1.276, -0.482, -0.896], [0.531, 0.632, -0.384], [0.583, 1.261, 0.361], [-0.046, -0.806, -0.333], [-1.298, 0.093, -0.695], [-0.970, -0.696, 0.621], [0.068, 0.005, -0.067], [-0.380, -0.491, -0.053], [0.054, -0.420, -0.485], [0.203, 0.247, 0.579], [0.212, 0.386, 0.172], [0.422, 0.099, -0.248], [0.160, -0.334, 0.147], [-0.738, 0.551, 0.339], [0.002, -1.805, -0.618], [-0.093, 0.349, -0.385], [0.196, 0.129, 0.780], [-0.351, -0.051, -1.046], [0.540, -0.096, 2.187], [-0.148, -0.010, 0.477], [-0.104, 0.307, -0.001], [0.026, 0.035, -0.094], [0.316, 0.488, 0.576], [0.349, 0.035, -0.218], [-0.690, -0.072, -0.949], [0.528, -0.282, -0.951], [0.095, 0.058, -0.436], [0.198, 0.364, 0.441], [0.180, -0.177, -0.017], [0.149, 0.839, -0.674], [-0.158, 0.013, 0.678], [0.017, 0.647, 1.038], [0.665, -0.441, -0.994], [-0.872, 0.641, 1.340], [-0.250, -1.033, -2.546], [0.175, -0.286, -0.616], [0.305, -0.101, 0.024], [-0.290, 0.109, 0.347], [-0.308, -0.045, 0.026], [-0.074, -0.152, -0.079], [0.605, 0.099, -0.046], [0.023, -0.367, 0.067], [-0.210, 0.371, 1.310]],
  "homo_ha": -0.284,
  "orbital_gap_ev": 7.9269,
  "smiles": "CC1(C)CCCC(C)(C)N1O.CC1(C)CCCC(C)(C)N1O.CC1(C)CCCC(C)(C)N1O.O=S1(=O)CCCC1.O=S1(=O)CCCC1.O=S1(=O)CCCC1.O=S1(=O)CCCC1.O=S1(=O)CCCC1.O=S1(=O)CCCC1",
  "lumo_ev": 0.2082,
  "total_charge": 0,
  "e_above_lowest_ev": 0.000
}